Record 1
{
  "formula": "C6H14O3Yb",
  "method": "the ωB97M-V functional and the def2-TZVPD basis",
  "total_charge": 2,
  "multiplicity": 3,
  "gap_ev": [6.38, 6.63],
  "max_force_ev_per_a": 6.9,
  "e_homo_ha": [-0.5315, -0.5977],
  "species": ["H", "C", "O", "C", "C", "O", "C", "C", "O", "C", "Yb", "H", "H", "H", "H", "H", "H", "H", "H", "H", "H", "H", "H", "H"],
  "positions_angstrom": [[0.559288, 3.129604, 1.506581], [-2.547118, -3.277278, -0.735192], [-2.003306, -1.933475, -0.701873], [-2.711617, -0.918651, -0.538641], [-2.056408, 0.355245, -0.239186], [-0.765222, 0.520888, -0.602891], [0.514063, 1.968922, 0.848183], [1.826874, 1.254740, 1.076116], [2.299311, 0.723001, -0.163795], [3.713127, 0.588447, -0.223004], [0.973874, -0.305923, -1.795956], [-2.182335, -3.721898, -1.663694], [-2.126290, -3.794376, 0.131349], [-3.639829, -3.235897, -0.697167], [-3.796217, -1.029776, -0.398556], [-2.147850, 0.423665, 0.873285], [-2.749362, 1.124288, -0.656935], [-0.208894, 1.606937, 1.592153], [0.553364, 2.488742, -0.120770], [1.702572, 0.424641, 1.789506], [2.582560, 1.954615, 1.463485], [3.962368, 0.119292, -1.182143], [4.180207, 1.581858, -0.162158], [4.066840, -0.047608, 0.601297]],
  "forces_ev_per_a": [[0.6, -3.1, -1.6], [-0.3, -0.8, -0.2], [0.4, 0.4, -0.5], [-0.1, -0.3, 1.6], [-0.5, 0.8, -0.7], [1.8, -2.3, -2.7], [1.8, 5.3, 4.0], [-0.3, 0.6, 1.4], [-0.9, -0.9, -1.7], [1.0, -0.1, 0.1], [-1.5, 1.9, 2.6], [-0.2, 0.0, 0.2], [-0.1, 0.1, -0.2], [0.2, -0.1, 0.0], [0.1, 0.0, -0.2], [-0.5, 0.0, -0.1], [0.4, 0.0, 0.3], [-0.9, -0.3, -1.8], [-1.4, -0.9, 0.2], [0.2, 0.2, -0.2], [0.0, -0.4, -0.3], [0.1, 0.1, 0.1], [-0.1, -0.3, -0.1], [-0.1, 0.2, -0.3]]
}

***

Record 2
{
  "formula": "C26H78O20",
  "method": "the ωB97M-V functional and the def2-TZVPD basis",
  "total_charge": 0,
  "gap_ev": 10.01,
  "max_force_ev_per_a": 3.4,
  "e_homo_ha": -0.3665,
  "species": ["C", "C", "O", "H", "H", "H", "H", "H", "H", "C", "C", "O", "H", "H", "H", "H", "H", "H", "C", "C", "O", "H", "H", "H", "H", "H", "H", "C", "C", "O", "H", "H", "H", "H", "H", "H", "C", "C", "O", "H", "H", "H", "H", "H", "H", "C", "C", "O", "H", "H", "H", "H", "H", "H", "C", "C", "O", "O", "H", "H", "H", "H", "H", "H", "C", "C", "O", "O", "H", "H", "H", "H", "H", "H", "C", "C", "O", "O", "H", "H", "H", "H", "H", "H", "C", "C", "O", "O", "H", "H", "H", "H", "H", "H", "C", "C", "O", "O", "H", "H", "H", "H", "H", "H", "C", "C", "O", "O", "H", "H", "H", "H", "H", "H", "C", "C", "O", "O", "H", "H", "H", "H", "H", "H"],
  "positions_angstrom": [[4.624520, -6.948554, -3.817716], [3.191853, -6.605037, -4.021191], [2.982526, -5.473974, -3.156593], [5.008413, -7.400110, -4.732494], [4.777588, -7.606439, -2.962235], [5.249206, -6.076518, -3.624261], [2.670448, -7.523436, -3.751402], [2.875100, -6.272675, -5.009782], [2.883192, -5.863518, -2.284808], [-0.394087, 6.140767, -4.121463], [-1.196640, 7.260924, -3.434150], [-0.499338, 8.501636, -3.380119], [-1.067350, 5.283567, -4.116558], [0.437046, 5.718201, -3.556871], [0.016485, 6.462022, -5.078709], [-1.306878, 7.032873, -2.373991], [-2.138876, 7.540951, -3.905192], [0.331163, 8.384247, -2.913117], [-4.458642, 0.645614, -4.536160], [-5.582829, 0.214509, -5.437689], [-5.383360, 0.953263, -6.633741], [-4.516286, 1.693154, -4.240454], [-3.467093, 0.208888, -4.655299], [-4.631922, 0.110286, -3.602621], [-6.510851, 0.590921, -5.007344], [-5.472306, -0.772505, -5.886792], [-6.178591, 0.791487, -7.146614], [0.266351, -0.770672, -0.310135], [0.932638, 0.548514, 0.206251], [0.413623, 1.610883, -0.511611], [0.345464, -1.649482, 0.329816], [0.631187, -1.108256, -1.280199], [-0.812685, -0.617323, -0.326879], [2.000042, 0.449087, 0.009163], [0.807396, 0.739918, 1.271980], [0.874477, 2.413907, -0.257909], [5.834127, 5.680996, -2.199291], [5.523181, 6.546387, -3.358203], [4.781225, 7.603441, -2.887390], [4.984816, 5.350225, -1.601492], [6.490843, 6.290960, -1.578996], [6.449458, 4.844800, -2.531327], [4.848392, 5.928751, -3.950891], [6.268468, 7.054361, -3.970258], [5.137738, 8.421850, -3.240508], [5.329552, -4.985854, 2.238504], [5.974791, -5.249690, 3.556169], [6.309069, -4.087874, 4.265166], [5.419761, -5.697413, 1.417750], [5.522991, -3.938727, 2.005640], [4.252876, -4.944337, 2.403326], [6.792232, -5.968542, 3.500197], [5.335848, -5.868513, 4.186176], [7.187692, -4.172920, 4.642526], [-3.294601, -6.198008, -0.916519], [-3.929206, -5.748578, -2.267709], [-4.450820, -6.905613, -2.968032], [-4.309452, -6.834202, -0.134475], [-2.593916, -5.612510, -0.321262], [-2.537268, -6.883214, -1.297343], [-3.195558, -5.191414, -2.850315], [-4.747005, -5.053015, -2.079319], [-4.580851, -6.708860, -3.898613], [-4.684260, -7.469734, -0.748659], [0.675185, -2.770144, 6.699316], [-0.184720, -3.920167, 7.167489], [-1.506625, -3.477400, 7.338623], [0.349901, -2.214693, 5.376623], [1.689858, -3.166930, 6.732516], [0.438880, -1.950137, 7.377435], [0.175074, -4.189531, 8.160502], [-0.261571, -4.813805, 6.548125], [-2.101034, -3.812760, 6.663472], [1.028069, -1.556318, 5.208591], [-5.621635, -3.655916, 4.455194], [-5.308243, -2.274287, 3.945286], [-5.280558, -2.336324, 2.498269], [-4.469714, -4.526790, 4.330155], [-6.582096, -3.912773, 4.008378], [-5.915154, -3.754896, 5.500249], [-4.355922, -1.910284, 4.330901], [-6.039918, -1.540886, 4.284221], [-4.897777, -1.492103, 2.248542], [-4.310330, -4.734440, 3.406534], [-5.346209, 3.170039, 0.771369], [-6.403515, 2.731181, 1.782412], [-7.405546, 1.852326, 1.337978], [-4.430656, 2.156722, 0.906393], [-4.830521, 4.107911, 0.977688], [-5.703598, 3.194483, -0.258077], [-6.929844, 3.673808, 1.932488], [-5.986143, 2.403667, 2.734593], [-6.889224, 1.075205, 1.111944], [-3.607710, 2.367852, 0.459427], [6.642824, 2.335951, 5.335762], [5.106660, 1.967506, 5.110291], [5.036197, 0.727543, 4.306606], [7.372587, 1.473693, 6.132092], [6.656497, 3.343606, 5.751149], [7.118006, 2.525877, 4.373352], [4.628160, 2.757332, 4.531231], [4.554332, 1.839191, 6.041187], [5.697643, 0.135205, 4.671603], [7.936802, 0.891810, 5.617622], [1.798488, -1.415605, -8.196891], [1.683971, -0.046840, -9.034492], [0.747264, -0.381606, -10.106611], [2.655773, -1.093880, -7.188065], [1.999778, -2.340312, -8.737715], [0.865766, -1.637053, -7.678157], [2.629599, 0.388861, -9.357064], [1.246956, 0.687826, -8.358190], [0.204022, 0.391539, -10.276122], [2.354429, -1.511138, -6.377703], [-2.356510, 6.292253, 4.922297], [-0.951608, 6.330979, 4.323768], [-0.943480, 6.533587, 2.916156], [-3.056209, 7.477811, 4.776572], [-2.515527, 5.930332, 5.938089], [-2.728518, 5.426701, 4.374084], [-0.365359, 5.484556, 4.681515], [-0.574682, 7.208944, 4.848371], [-1.266738, 7.435141, 2.850580], [-3.986937, 7.307705, 4.614080]],
  "forces_ev_per_a": [[1.5, -0.3, -1.0], [0.3, 0.8, 0.7], [-1.3, -0.5, 0.1], [0.3, -0.4, 0.2], [-0.1, -0.2, -0.1], [-0.2, 0.2, -0.2], [-0.9, 0.3, 0.1], [0.4, -0.2, -0.1], [0.0, 0.4, 0.3], [-0.7, 0.0, 0.5], [1.6, 0.4, 0.8], [0.3, 0.7, -0.6], [-0.1, -0.1, -0.9], [0.2, 0.7, 0.5], [-0.5, -0.3, -0.2], [-0.8, -0.7, 0.0], [0.0, -0.6, 0.0], [0.1, -0.1, 0.0], [-0.3, -1.6, 2.1], [1.6, 1.3, -1.2], [-0.4, 1.1, -1.1], [0.3, 0.0, -0.6], [0.2, 0.7, -1.2], [-0.5, 0.1, 0.6], [-0.3, -1.0, 0.2], [-0.7, -0.8, 1.6], [0.1, 0.2, -0.4], [-0.4, 0.5, 0.8], [0.5, -2.1, -0.1], [-0.7, 1.0, -0.9], [0.6, 0.3, 0.4], [0.0, 0.5, -0.1], [-0.1, 0.2, -0.4], [0.3, 0.0, 0.2], [-0.2, -0.5, 0.2], [0.0, 0.1, 0.0], [2.5, 0.1, 0.6], [-1.4, -0.7, -1.0], [-1.6, 2.3, 0.9], [-0.1, 0.1, -0.4], [0.0, -0.2, 0.6], [-0.2, -0.3, 0.1], [0.1, 0.1, -1.0], [0.9, -1.3, 0.0], [-0.3, 0.0, 0.1], [-1.6, 1.1, 0.0], [0.4, -2.4, 0.9], [0.2, 0.8, 0.0], [0.8, 0.2, 0.2], [0.5, -0.2, -0.7], [-0.3, -0.1, 0.1], [0.8, 0.5, -0.5], [-0.7, 0.2, 0.1], [-0.1, -0.1, -0.1], [-0.2, -1.4, -1.7], [0.0, 1.0, 0.7], [0.7, 0.3, 0.9], [1.0, 0.4, -0.1], [-1.1, 1.2, 0.0], [-0.1, -1.1, 0.1], [0.2, -0.2, -0.2], [-0.2, 0.0, 0.1], [0.0, 0.2, 0.1], [-0.3, -0.3, 0.1], [-0.5, 0.2, -1.0], [-1.0, 0.2, -0.5], [-1.1, 0.5, 0.6], [0.2, -1.2, 0.9], [0.4, 0.6, 0.0], [0.6, -0.1, 0.5], [0.3, -0.2, 0.0], [0.9, 0.0, -0.3], [0.2, 0.0, -0.1], [0.0, 0.1, -0.1], [0.4, -0.2, 0.4], [0.1, 0.2, 0.0], [0.1, 0.2, 0.9], [-1.2, 0.2, 0.0], [0.3, -0.9, -0.9], [0.5, 0.7, 0.3], [0.3, -0.2, 0.0], [-0.4, -0.1, 0.0], [0.1, 0.0, -0.4], [-0.1, 0.1, -0.2], [-0.3, -0.7, 0.3], [-1.3, 3.1, -0.2], [0.8, -0.5, -0.4], [2.3, -1.9, -0.3], [-0.6, 0.4, 0.4], [-0.6, 0.2, 0.0], [-0.4, 0.0, 0.7], [0.4, 0.0, -0.2], [-0.4, -0.6, -0.3], [0.1, -0.1, -0.1], [-2.0, 1.4, -1.0], [2.0, -1.3, -0.8], [-0.2, 1.4, 0.7], [0.1, -0.8, 0.7], [0.0, 0.0, 0.6], [-0.1, -0.5, -0.4], [0.1, -0.1, -0.1], [0.2, 0.0, 0.2], [0.0, -0.2, 0.2], [-0.1, 0.1, -0.1], [-1.6, 1.8, -0.9], [-1.7, -2.5, 0.2], [0.9, 0.7, 0.5], [2.2, 0.0, 1.8], [0.7, 0.3, -0.6], [-0.8, 0.3, -0.8], [0.2, -0.6, -0.3], [-0.1, -0.1, 0.1], [0.0, 0.0, -0.1], [0.3, 0.0, 0.0], [-0.3, -2.8, -0.6], [-0.3, 1.6, 1.9], [-0.1, -0.4, 0.9], [-0.1, 1.1, -0.7], [1.1, 0.2, 0.5], [-1.2, 0.1, -0.6], [-0.1, -0.2, -0.6], [1.0, 0.3, -0.3], [-0.1, 0.1, -0.5], [0.1, -0.1, 0.0]]
}

***

Record 3
{
  "formula": "C16H14Cl2N5O5Ta",
  "method": "the ωB97M-V functional and the def2-TZVPD basis",
  "total_charge": 0,
  "gap_ev": 7.65,
  "max_force_ev_per_a": 0.9,
  "e_homo_ha": -0.3048,
  "species": ["Ta", "N", "C", "C", "O", "N", "C", "C", "O", "O", "H", "H", "H", "H", "H", "H", "O", "N", "N", "O", "C", "C", "C", "C", "C", "C", "H", "H", "H", "H", "H", "Cl", "C", "C", "C", "C", "C", "Cl", "C", "N", "H", "H", "H"],
  "positions_angstrom": [[-0.436404, -0.241477, 0.171405], [-0.041693, 1.624179, -1.053202], [-1.068912, 2.670598, -0.870988], [-1.528005, 2.633852, 0.582835], [-2.080816, 3.590647, 1.093213], [-1.261343, 1.442545, 1.159031], [-1.693697, 1.269426, 2.528120], [-0.933362, 0.078899, 3.076753], [-0.725966, -0.148722, 4.234955], [-0.505594, -0.714102, 2.089283], [0.859330, 1.955964, -0.713430], [0.085481, 1.399932, -2.036498], [-1.925061, 2.429810, -1.501936], [-0.694513, 3.657054, -1.137896], [-2.762762, 1.031223, 2.579520], [-1.528590, 2.159679, 3.133742], [1.682467, -0.021272, 0.075940], [2.479758, -1.043136, 0.127556], [1.839564, -2.127673, 0.125594], [0.539408, -2.128141, 0.049251], [2.522331, -3.390466, 0.123351], [3.908650, -3.421535, 0.056804], [4.536727, -4.654532, 0.064711], [3.790502, -5.823490, 0.138020], [2.407712, -5.764764, 0.204483], [1.756406, -4.540855, 0.199199], [4.476045, -2.505083, 0.001167], [5.615659, -4.701620, 0.012561], [4.291279, -6.782033, 0.146420], [1.826032, -6.674082, 0.263931], [0.681251, -4.467624, 0.256523], [0.033963, -1.030302, -2.875800], [-1.555774, -1.772737, -2.885263], [-1.962260, -2.458424, -4.010982], [-3.215926, -3.049802, -4.013824], [-4.032723, -2.943731, -2.898039], [-3.602558, -2.248217, -1.782439], [-4.636247, -2.129172, -0.405103], [-2.339337, -1.629053, -1.725717], [-1.893601, -0.943937, -0.645119], [-1.306571, -2.527600, -4.867138], [-3.555667, -3.594657, -4.883290], [-5.012683, -3.399770, -2.883707]],
  "forces_ev_per_a": [[0.0, 0.1, 0.9], [0.0, 0.0, -0.2], [0.0, -0.1, 0.1], [0.0, 0.1, -0.1], [0.0, 0.0, 0.0], [0.1, 0.1, -0.1], [0.0, 0.0, 0.2], [0.0, 0.1, 0.2], [-0.1, 0.0, 0.0], [0.0, -0.2, -0.1], [0.0, 0.0, 0.0], [0.0, 0.0, 0.0], [0.0, 0.0, 0.0], [0.0, 0.0, 0.1], [0.0, 0.0, 0.0], [0.1, 0.0, 0.0], [0.0, 0.1, -0.1], [0.0, -0.1, 0.0], [-0.1, 0.3, -0.1], [-0.1, -0.2, -0.1], [0.1, -0.1, 0.1], [0.0, 0.0, 0.0], [0.0, 0.0, 0.0], [0.0, 0.0, 0.0], [0.0, 0.0, 0.0], [0.0, 0.1, 0.0], [0.0, 0.0, 0.0], [0.0, 0.0, 0.0], [0.0, 0.0, 0.0], [0.0, 0.0, 0.0], [0.0, 0.0, 0.0], [0.0, -0.1, -0.2], [0.0, 0.0, 0.1], [0.0, 0.0, 0.0], [0.0, 0.0, 0.0], [0.0, 0.0, 0.0], [0.1, 0.0, 0.0], [0.0, 0.0, 0.1], [-0.2, -0.3, -0.2], [0.3, 0.3, -0.3], [0.0, 0.0, 0.0], [0.0, 0.0, 0.0], [0.0, 0.0, 0.0]]
}

***

Record 4
{
  "formula": "C3H4N4O",
  "method": "the ωB97M-V functional and the def2-TZVPD basis",
  "total_charge": 0,
  "smiles": "O=CNn1cnnc1",
  "gap_ev": 10.15,
  "max_force_ev_per_a": 7.8,
  "e_homo_ha": -0.3843,
  "species": ["O", "C", "N", "N", "C", "N", "N", "C", "H", "H", "H", "H"],
  "positions_angstrom": [[-2.276320, 2.247849, 1.093772], [-1.313883, 1.579200, 0.541013], [-0.333525, 0.557039, 0.982007], [0.264017, -0.127404, -0.100569], [1.617243, -0.311758, -0.079874], [1.956490, -1.327048, -0.728302], [0.781343, -1.862455, -1.321953], [-0.318696, -1.156376, -0.856221], [-0.491336, 1.951412, -0.185745], [-0.974268, -0.336606, 1.582415], [2.395068, 0.432887, 0.125216], [-1.306133, -1.646740, -1.051759]],
  "forces_ev_per_a": [[4.9, -4.8, -2.8], [0.8, 4.1, 2.0], [-6.1, -3.9, 2.9], [-2.2, 0.5, 0.5], [0.4, 1.8, 0.3], [-0.9, -2.3, -3.0], [-2.0, 1.0, 1.8], [5.1, -2.2, -1.0], [-2.5, 0.9, -0.6], [2.7, 3.4, -1.6], [-0.9, -0.1, 0.9], [0.7, 1.6, 0.6]]
}

***

Record 5
{
  "formula": "C9H14",
  "method": "the ωB97M-V functional and the def2-TZVPD basis",
  "total_charge": 0,
  "smiles": "Cc1ccccc1.CC",
  "gap_ev": 10.06,
  "max_force_ev_per_a": 2.9,
  "e_homo_ha": -0.3334,
  "species": ["C", "C", "C", "C", "C", "C", "C", "H", "H", "H", "H", "H", "H", "H", "H", "C", "C", "H", "H", "H", "H", "H", "H"],
  "positions_angstrom": [[-0.186725, 2.832557, 0.235714], [0.548433, 1.568557, -0.180592], [0.263329, 0.413596, 0.580028], [0.963490, -0.736601, 0.243115], [1.798647, -0.785045, -0.884023], [2.001162, 0.341510, -1.623242], [1.388734, 1.556637, -1.257756], [-1.248848, 2.794006, 0.477507], [-0.135647, 3.631704, -0.513188], [0.316829, 3.204640, 1.132945], [-0.312296, 0.357419, 1.489117], [0.905280, -1.625421, 0.857028], [2.267915, -1.731465, -1.118527], [2.554199, 0.481554, -2.549069], [1.585909, 2.483827, -1.766445], [-1.884391, -1.944086, 0.974717], [-3.275345, -2.511305, 1.172930], [-1.570461, -1.316979, 1.816101], [-1.173259, -2.771256, 0.991756], [-1.724053, -1.314516, 0.106600], [-3.526050, -3.170547, 0.331088], [-4.100215, -1.798649, 1.130741], [-3.365715, -3.110116, 2.076575]],
  "forces_ev_per_a": [[0.7, 0.9, 0.0], [-2.5, 0.5, 1.3], [1.9, -0.6, -0.8], [0.2, 0.1, -0.2], [-0.2, -0.7, 0.6], [-0.2, 2.1, -0.9], [0.2, -1.1, 0.4], [0.0, -0.8, 0.0], [0.3, -0.2, 0.0], [-0.1, 0.2, 0.0], [-0.4, 0.6, -0.1], [-0.2, 0.0, 0.0], [0.1, 0.1, -0.2], [0.4, -1.0, 0.2], [0.0, 0.0, -0.4], [0.2, 0.0, 1.0], [-0.6, -0.3, -1.0], [-0.3, -0.1, 0.1], [0.1, 0.0, -0.4], [-0.3, -0.3, -0.3], [0.2, -0.1, 0.2], [0.3, 0.4, 0.4], [0.1, 0.1, 0.1]]
}

***

Record 6
{
  "formula": "C4H6O2",
  "method": "the ωB97M-V functional and the def2-TZVPD basis",
  "total_charge": 0,
  "smiles": "C=COC(C)=O",
  "gap_ev": 10.84,
  "max_force_ev_per_a": 1.6,
  "e_homo_ha": -0.3666,
  "species": ["C", "C", "O", "C", "C", "O", "H", "H", "H", "H", "H", "H"],
  "positions_angstrom": [[1.397100, 1.732839, 0.173917], [1.055928, 0.500606, -0.117316], [0.112285, 0.241838, -1.052627], [-0.981994, -0.493025, -0.773072], [-0.913312, -1.345338, 0.452503], [-1.872688, -0.416685, -1.572567], [0.867599, 2.522398, -0.336462], [2.220939, 1.914340, 0.848472], [1.598030, -0.327482, 0.304671], [-1.699952, -2.066144, 0.151734], [0.029617, -1.897139, 0.552629], [-1.125570, -0.808113, 1.389987]],
  "forces_ev_per_a": [[0.0, 0.3, -0.2], [0.8, -0.1, 0.6], [0.1, 0.5, -0.7], [0.3, 0.7, -0.7], [-1.0, -1.1, -0.5], [-0.2, -0.6, 0.6], [0.1, 0.4, 0.2], [-0.1, 0.2, 0.0], [-0.1, -0.5, 0.1], [0.3, 0.1, 1.1], [-0.2, 0.3, -0.1], [-0.1, -0.2, -0.5]]
}

***

In kJ/mol, the energy relative to the best compared isomer or geometry (same formula, charge and spin) values for the records above are, in order, 240.8; 721.8; 9.8; 507.5; 56.9; 118.8.